Record 1
Computed, not measured: C6H9F in the gas phase in a non-equilibrium geometry, with ωB97M-V with the def2-TZVPD basis set.

Structure (XYZ):
```
16
Properties=species:S:1:pos:R:3
C 2.713 -0.425 -0.411
C 1.612 -0.736 0.240
C 0.517 0.210 0.695
F 0.958 1.541 0.417
C -1.031 0.236 -0.166
C -1.043 -0.029 -1.437
C -2.194 0.421 0.784
H 3.549 -1.169 -0.536
H 2.744 0.662 -0.848
H 1.446 -1.684 0.620
H 0.279 0.219 1.709
H -0.163 -0.268 -2.010
H -1.881 -0.258 -2.047
H -1.815 0.543 1.804
H -2.865 1.299 0.404
H -2.824 -0.563 0.781
```

Computed properties:
HOMO   -9.7 eV
Energy relative to the best compared isomer or geometry (same formula, charge and spin)   2.1467 eV
Maximum force   0.109 hartree/bohr
HOMO-LUMO gap   10.7359 eV


Record 2
Computed, not measured: a molecular structure, C6H9F2GdNO5S2 in a non-equilibrium geometry, with ωB97M-V with the def2-TZVPD basis set.

Structure (XYZ):
```
26
Properties=species:S:1:pos:R:3
N 3.456 0.745 -0.287
S 4.425 1.454 -1.262
O 5.746 0.823 -1.205
S 2.217 1.708 0.376
O 1.978 0.877 1.645
C 0.791 1.153 -0.833
F 0.805 2.173 -1.716
F 1.223 0.090 -1.531
O -1.157 2.144 1.238
C -1.836 2.150 0.054
C -1.449 0.984 -0.813
O -1.498 -0.127 -0.067
C -1.845 -1.421 -0.605
C -0.893 -2.448 -0.047
O -0.932 -2.463 1.375
C 0.098 -1.904 2.026
Gd -0.190 0.632 2.059
H -1.610 3.051 -0.561
H -2.940 2.092 0.159
H -1.822 0.907 -1.842
H -1.763 -1.402 -1.697
H -2.879 -1.615 -0.295
H 0.132 -2.226 -0.375
H -1.196 -3.439 -0.405
H 0.076 -2.077 3.104
H 1.064 -1.863 1.505
```

Computed properties:
<S²>   20.102
HOMO (spin up / spin down)   -16.4 / -16.4 eV
2S+1   9
Maximum force   0.059 hartree/bohr
Net charge   +2
HOMO-LUMO gap (spin up / spin down)   6.4060 / 7.2718 eV


Record 3
Computed, not measured: a molecular structure, C6H9F3IN5O3 in a non-equilibrium geometry, with ωB97M-V with the def2-TZVPD basis set.

Structure (XYZ):
```
27
Properties=species:S:1:pos:R:3
C 1.817 -1.493 1.669
N 0.590 -1.162 0.834
C -0.490 -2.218 0.987
N -1.612 -1.697 0.116
C -1.092 -0.370 -0.476
N -1.839 0.437 -1.321
C -3.266 0.165 -1.748
O -4.266 1.074 -1.118
N -3.836 1.428 0.111
O -4.624 1.024 0.966
N 0.323 -0.092 -0.006
C 1.273 1.070 -0.347
O 2.601 0.544 -0.699
C 3.636 1.590 -0.705
F 4.952 0.861 -0.845
F 3.743 2.375 0.547
F 3.572 2.490 -1.914
H 2.651 -2.074 1.061
H 1.562 -2.051 2.682
H 2.309 -0.444 1.951
H -0.432 -3.204 1.625
H -1.370 1.316 -1.666
H -3.578 -0.951 -1.515
H -3.398 0.313 -2.920
H 0.746 1.658 -1.243
H 1.251 1.789 0.577
I -1.224 -2.380 3.398
```

Computed properties:
HOMO   -7.4 eV
Maximum force   0.127 hartree/bohr
HOMO-LUMO gap   6.6943 eV


Record 4
Computed, not measured: 2 unconnected molecules or ions with the total composition C6H9F3Si in a non-equilibrium geometry, with ωB97M-V with the def2-TZVPD basis set.

Structure (XYZ):
```
19
Properties=species:S:1:pos:R:3
C 0.723 -0.101 1.001
C 0.382 0.520 -0.117
C 0.565 -1.611 1.004
C -0.069 0.097 -1.439
C -0.299 -2.059 -0.155
C 0.198 -1.419 -1.413
F 0.055 5.073 0.808
F -2.091 3.864 0.189
F -0.860 3.238 2.399
Si -0.594 3.597 0.813
H 1.314 0.250 1.759
H 1.655 -2.078 0.852
H 0.285 -2.004 1.982
H -1.148 0.321 -1.412
H 0.440 0.553 -2.208
H -0.235 -3.127 -0.173
H -1.333 -1.798 -0.036
H -0.303 -1.874 -2.376
H 1.315 -1.443 -1.477
```

Computed properties:
HOMO (spin up / spin down)   -9.2 / -8.5 eV
Energy relative to the best compared isomer or geometry (same formula, charge and spin)   0.2457 eV
Maximum force   0.073 hartree/bohr
HOMO-LUMO gap (spin up / spin down)   8.8890 / 6.8316 eV